Entry 1:
Here is a molecular structure, C26H58As3NOSi3V at a distorted geometry from the OMol25 dataset. Energies are from ωB97M-V with the def2-TZVPD basis set.

Output
* HOMO-LUMO gap (alpha / beta): 7.274 / 7.972 eV
* E_LUMO (alpha / beta): 0.45 / 0.28 eV
* expectation value of S²: 3.7649
* 2S+1: 4

Geometry as XYZ:
```
93
Properties=species:S:1:pos:R:3:lowdin_charge:R:1
V -0.16560 -0.75144 -0.44718 0.468
C 4.10401 -1.51060 -1.51064 -0.306
As 2.86600 -0.58300 -0.32126 1.142
C 3.77662 -1.06403 1.34300 -0.314
C 3.69722 1.16801 -0.68779 -0.366
C 3.19128 2.47254 -0.05452 -0.661
C 4.20062 3.55594 -0.46128 -0.066
C 1.84969 2.88880 -0.65035 -0.335
As 0.20603 1.81424 -0.46826 1.145
C -0.40180 2.59530 1.21777 -0.278
C -0.72419 2.90191 -1.79451 -0.283
C 3.12035 2.27877 1.46983 -0.399
As 3.10447 3.63385 2.91570 1.136
C 1.68244 4.88011 2.39117 -0.348
C 4.59400 4.85286 2.53477 -0.357
H 5.08545 -1.04447 -1.41577 0.029
H 3.75925 -1.43607 -2.54025 0.029
H 4.16766 -2.56051 -1.24284 0.009
H 4.84454 -0.85259 1.26103 0.033
H 3.63467 -2.13219 1.51123 0.028
H 3.36701 -0.52070 2.19122 -0.003
H 3.65806 1.26431 -1.77979 0.084
H 4.75322 1.03524 -0.42696 0.079
H 4.38080 3.51008 -1.53667 0.088
H 5.15574 3.41649 0.04454 0.084
H 3.83161 4.55439 -0.22791 0.070
H 1.97992 3.01788 -1.73064 0.083
H 1.55376 3.86722 -0.25650 0.060
H -0.52160 3.67568 1.11391 0.035
H 0.34428 2.38442 1.98346 0.005
H -1.34018 2.14934 1.52688 0.004
H -0.61257 3.95810 -1.54064 0.041
H -1.77306 2.64469 -1.86355 -0.019
H -0.26115 2.71244 -2.76422 0.036
H 3.97418 1.66769 1.78358 0.049
H 2.24237 1.66525 1.70497 0.023
H 0.69906 4.45578 2.59071 -0.011
H 1.74641 5.18476 1.34654 0.014
H 1.81001 5.76300 3.01845 0.020
H 5.52897 4.30926 2.41400 0.016
H 4.68433 5.49037 3.41488 0.013
H 4.41953 5.47711 1.66286 0.008
C -1.97829 -3.46504 1.03776 -0.171
Si -2.99804 -2.41108 -0.13248 0.453
C -4.75693 -2.77282 0.46540 -0.185
C -3.03656 -2.90488 -1.93683 -0.169
C -2.42416 -0.61680 0.01446 -0.391
C -1.94606 -0.45346 1.39836 -0.438
C -2.67590 -0.20001 2.57015 -0.034
C -2.03836 -0.18334 3.79195 -0.056
C -0.66508 -0.41745 3.86656 -0.063
C 0.01553 -0.62506 2.68739 -0.122
N -0.59408 -0.61106 1.49843 -0.069
Si -3.69194 0.57932 -0.65853 0.446
C -5.52137 0.16183 -0.44015 -0.190
C -3.46316 0.71204 -2.52835 -0.184
C -3.64230 2.29853 0.13036 -0.177
H -2.20027 -4.52314 0.89426 0.032
H -2.27263 -3.20207 2.05844 0.040
H -0.90421 -3.33037 0.93924 0.011
H -4.81909 -3.84956 0.64567 0.032
H -5.52940 -2.51514 -0.25336 0.011
H -4.99427 -2.27788 1.40900 0.025
H -3.21925 -3.97390 -2.06422 0.039
H -2.11484 -2.64382 -2.45284 -0.001
H -3.86577 -2.37654 -2.41398 0.028
H -3.74547 -0.05227 2.49494 0.114
H -2.60613 -0.00718 4.69651 0.109
H -0.14082 -0.43269 4.81060 0.102
H 1.08806 -0.79107 2.67231 0.099
H -5.86505 -0.60704 -1.13010 0.021
H -6.09721 1.06639 -0.64767 0.029
H -5.77230 -0.16595 0.56768 0.023
H -4.09613 -0.02135 -3.03037 0.023
H -2.43235 0.50683 -2.82455 0.020
H -3.74388 1.69380 -2.91454 0.030
H -3.72891 2.23152 1.21693 0.029
H -4.52451 2.83399 -0.22678 0.034
H -2.77896 2.91505 -0.09073 -0.011
C 2.23981 -4.31491 -2.16591 -0.182
Si 0.41207 -3.92333 -1.99140 0.254
C -0.27192 -3.95645 -3.74089 -0.175
C -0.30253 -5.39164 -1.06735 -0.170
O 0.16776 -2.48536 -1.26723 -0.507
H 2.34767 -5.26250 -2.69752 0.030
H 2.72241 -4.42941 -1.19206 0.026
H 2.77730 -3.55629 -2.72881 0.004
H 0.23376 -4.73507 -4.31505 0.027
H -0.10402 -3.00526 -4.24961 0.031
H -1.34177 -4.16257 -3.77115 0.012
H 0.17135 -6.29779 -1.45206 0.030
H -1.37920 -5.49566 -1.20334 0.020
H -0.10608 -5.34236 0.00248 0.022
```

Entry 2:
Here is 2 unconnected molecules or ions with the total composition C3H4Br2N2 at a distorted geometry from the OMol25 dataset. Energies are from ωB97M-V with the def2-TZVPD basis set.

Output
* HOMO-LUMO gap (alpha / beta): 8.337 / 8.170 eV
* E_LUMO (alpha / beta): -0.31 / -0.44 eV
* 2S+1: 1

Geometry as XYZ:
```
11
Properties=species:S:1:pos:R:3:lowdin_charge:R:1
C -1.01601 0.92445 1.64928 -0.643
C -1.15865 0.81878 0.36800 -0.219
C -0.22842 -0.08722 -0.44873 -0.203
N 0.83822 -0.60265 1.53074 0.127
N 0.72631 -0.71422 0.37306 -0.071
Br -1.64859 1.69772 3.15892 0.750
Br 3.82855 -1.18700 2.33761 0.266
H 2.41849 -0.97475 2.11349 -0.366
H -1.87979 1.30207 -0.27537 0.106
H -0.79417 -0.86562 -0.97051 0.126
H 0.31704 0.48765 -1.20558 0.127
```

These records have calculated total energy values of -9675.3933, -5374.1031 Ha, in the order they appear.
These records have relative energy (zero: lowest compared OMol25 entry of this formula, charge and spin) values of 0.0, 73.1 kcal per mole, in the order they appear.